No. 1
{"formula": "C29H54N4O7", "method": "ωB97M-V/def2-TZVPD", "species": ["C", "H", "H", "H", "O", "H", "C", "C", "H", "H", "H", "H", "H", "O", "H", "H", "C", "H", "H", "H", "N", "H", "H", "H", "C", "C", "H", "C", "H", "C", "H", "H", "H", "H", "C", "H", "H", "H", "O", "H", "H", "H", "H", "H", "C", "H", "H", "H", "H", "C", "H", "H", "N", "H", "C", "C", "C", "C", "C", "H", "C", "C", "C", "H", "H", "H", "C", "H", "H", "H", "H", "H", "H", "O", "H", "C", "H", "O", "C", "C", "C", "C", "N", "O", "C", "H", "C", "H", "O", "C", "N", "C", "H", "H"], "positions_angstrom": [[9.062, 38.331, -11.014], [8.666, 36.345, -11.511], [6.678, 33.948, 0.559], [9.871, 37.164, -12.614], [6.634, 41.808, -6.455], [4.499, 38.441, -9.018], [10.795, 32.488, -8.589], [4.045, 35.194, -7.652], [4.775, 40.140, -8.637], [10.254, 31.663, -9.053], [1.060, 40.169, -9.096], [4.599, 41.655, -1.159], [6.186, 40.948, -0.989], [10.555, 34.866, -8.600], [7.845, 32.889, -0.237], [8.855, 33.395, -10.740], [5.192, 39.797, -2.266], [2.244, 41.235, -8.226], [4.994, 39.520, -10.312], [7.262, 35.568, -8.027], [4.265, 43.406, -10.187], [2.443, 33.885, -7.861], [6.449, 38.625, -8.063], [6.207, 32.380, -0.188], [6.590, 38.608, -6.982], [2.523, 34.946, -7.624], [4.497, 35.185, -3.977], [5.399, 41.163, -1.711], [4.403, 33.349, -6.734], [6.601, 33.936, -1.662], [6.857, 44.278, -5.805], [6.338, 41.457, -8.873], [4.149, 36.809, -4.445], [8.923, 41.209, -8.154], [7.879, 36.425, -7.758], [2.140, 35.228, -6.643], [7.217, 42.874, -9.625], [8.569, 44.101, -6.226], [4.205, 39.215, -2.024], [7.254, 39.392, -3.003], [5.907, 38.169, -3.316], [8.517, 34.246, -2.403], [10.285, 36.639, -10.969], [7.422, 39.226, -6.644], [11.013, 41.611, -8.170], [8.186, 32.983, -9.239], [8.933, 41.869, -4.166], [2.044, 35.524, -8.415], [3.821, 36.394, -2.854], [9.494, 37.048, -11.597], [5.715, 41.895, -2.454], [11.875, 32.495, -8.736], [12.107, 41.340, -7.969], [9.537, 41.985, -9.624], [2.406, 35.478, -4.186], [9.623, 41.951, -8.538], [7.684, 34.902, -2.152], [4.883, 34.323, -6.819], [2.990, 39.851, -9.769], [6.731, 41.427, -10.645], [7.034, 37.168, -6.686], [10.117, 33.807, -8.987], [8.611, 41.352, -5.070], [6.069, 39.612, -4.268], [2.065, 39.541, -7.879], [7.321, 35.406, -3.048], [3.758, 35.977, -3.859], [5.919, 34.341, -7.157], [8.242, 40.372, -4.764], [10.809, 32.347, -7.508], [5.614, 38.770, -6.524], [8.052, 43.879, -4.559], [8.375, 34.773, -9.801], [4.517, 35.956, -8.464], [8.047, 37.176, -8.530], [6.211, 39.215, -3.263], [4.914, 34.695, -5.795], [5.674, 33.730, -2.383], [5.239, 42.792, -10.037], [4.401, 39.457, -9.400], [6.826, 33.272, -0.283], [7.534, 42.234, -5.729], [8.689, 39.342, -10.616], [2.601, 39.665, -10.924], [8.778, 33.764, -9.717], [9.457, 41.194, -5.738], [2.069, 40.266, -8.693], [8.901, 36.211, -7.447], [6.798, 36.656, -5.646], [6.524, 42.046, -9.772], [1.342, 35.072, -4.419], [7.767, 43.714, -5.598], [9.472, 42.933, -8.092], [7.918, 35.649, -1.393]], "lowdin_spin": [0.000, 0.000, 0.000, 0.000, 0.007, 0.000, 0.001, 0.001, 0.001, 0.000, 0.000, 0.000, 0.000, 0.006, 0.000, 0.000, 0.001, 0.000, 0.000, 0.002, 0.000, 0.000, 0.005, 0.000, 0.115, 0.001, 0.000, 0.001, 0.000, 0.000, 0.000, 0.000, 0.000, 0.000, 0.118, 0.000, 0.000, 0.000, 0.002, 0.000, 0.001, 0.000, 0.000, 0.002, 0.000, 0.000, 0.000, 0.000, 0.000, 0.000, 0.000, 0.000, 0.000, 0.000, 0.000, 0.000, 0.000, 0.002, 0.001, 0.000, 0.127, 0.001, 0.000, 0.000, 0.000, 0.000, 0.000, 0.000, 0.000, 0.000, 0.000, 0.000, 0.001, 0.005, 0.006, 0.003, 0.000, 0.000, 0.000, 0.003, 0.000, 0.000, 0.000, 0.007, 0.002, 0.000, 0.001, 0.000, 0.575, 0.000, 0.000, 0.001, 0.000, 0.000], "multiplicity": 2, "homo_energy_ev": [-11.6, -11.5], "lumo_energy_ev": [-4.3901, -8.6215], "total_energy_ha": -1882.65192, "charge": 1}

No. 2
{"formula": "C29H55Cl14N4O", "method": "ωB97M-V/def2-TZVPD", "species": ["H", "H", "H", "C", "H", "H", "H", "C", "H", "H", "O", "H", "Cl", "H", "H", "C", "H", "H", "C", "H", "H", "N", "C", "C", "C", "H", "C", "H", "H", "H", "H", "N", "H", "H", "C", "H", "H", "H", "C", "Cl", "H", "C", "H", "H", "H", "H", "H", "C", "C", "C", "Cl", "C", "H", "H", "Cl", "N", "H", "Cl", "H", "H", "Cl", "Cl", "H", "H", "C", "H", "C", "H", "Cl", "C", "C", "Cl", "Cl", "H", "Cl", "N", "C", "C", "C", "H", "Cl", "H", "H", "C", "Cl", "C", "C", "H", "H", "C", "C", "H", "H", "C", "Cl", "H", "H", "H", "C", "H", "H", "H", "H"], "positions_angstrom": [[-8.432, 1.037, -4.316], [9.794, 6.402, 0.701], [-2.624, -5.204, -0.996], [-5.304, 4.014, 2.176], [-0.720, 2.966, -1.902], [-2.976, 3.133, -0.348], [4.157, 1.497, -1.376], [-4.085, 2.243, -1.935], [-1.453, -0.445, -1.731], [-6.043, 3.222, 2.161], [1.286, -0.144, 3.132], [-0.381, -6.082, -1.051], [7.828, 4.104, 0.166], [-1.849, -3.114, 3.310], [3.708, -0.945, 2.979], [-0.818, -2.498, -0.157], [-0.270, -3.072, 2.461], [-1.695, 1.705, -2.683], [10.231, 7.170, 0.074], [-6.322, -2.766, -6.497], [1.320, -1.777, 1.954], [0.599, -4.373, -0.497], [-1.955, -3.213, -0.468], [2.705, 0.566, -2.676], [1.239, 0.877, -2.316], [-2.393, -1.027, 2.407], [6.772, 2.693, 0.229], [-5.569, 1.284, -0.844], [-7.623, -2.885, -7.703], [0.515, -1.114, -2.309], [7.120, 2.031, 1.014], [-5.097, 2.180, -0.853], [9.573, 7.393, -0.758], [4.228, 0.477, 2.070], [2.351, 0.793, 3.100], [4.222, -0.309, -1.413], [1.378, -7.857, 3.063], [3.003, -1.604, -2.684], [0.426, -3.088, -0.189], [-6.786, 0.116, -2.901], [0.761, 1.606, 0.289], [-1.334, -1.117, 2.671], [-2.931, -2.742, -0.433], [-6.984, 0.528, -5.206], [3.027, 1.350, -3.360], [-3.816, 1.230, -2.254], [6.807, 2.188, -0.729], [2.837, -0.794, -3.397], [0.577, -0.295, -1.592], [-0.302, 1.719, 0.505], [-8.391, -2.038, -5.647], [-7.187, -2.271, -6.922], [0.680, -6.548, 4.042], [2.157, 1.547, 2.326], [-5.891, 5.327, 3.196], [-0.683, 0.970, 1.706], [-1.652, 1.161, 1.937], [10.444, 8.635, 1.038], [1.145, 1.840, -1.816], [1.718, -0.247, 1.160], [-3.778, 3.350, 2.784], [-6.748, 2.681, -4.277], [-2.196, 1.147, -0.113], [4.362, 0.475, 3.834], [3.578, 0.570, -1.382], [-4.510, 2.742, -2.816], [-1.045, -1.027, 0.185], [2.302, 1.325, 4.052], [11.769, 6.577, -0.562], [-1.533, 2.255, -1.747], [-2.837, 3.013, -1.424], [5.095, 3.147, 0.573], [1.165, -5.858, 1.840], [-5.141, 4.392, 1.174], [2.281, -3.474, 4.984], [-0.792, -0.110, -1.027], [1.441, -6.805, 3.314], [-1.793, -4.550, -0.771], [1.024, -0.731, 1.859], [0.723, 1.012, -3.278], [3.107, -4.735, 7.493], [1.968, -1.001, -4.029], [1.329, -2.524, 0.009], [1.926, -3.684, 6.706], [-6.672, -0.734, -7.630], [-0.510, -5.035, -0.779], [-7.348, 1.019, -4.313], [-0.440, -2.455, 4.095], [1.949, -2.713, 7.187], [-0.939, -2.538, 3.131], [3.749, 0.144, 2.996], [3.700, -0.757, -4.064], [1.279, -0.659, -0.846], [-1.234, 1.248, -0.621], [3.036, -6.496, 4.008], [-0.482, 2.782, 0.684], [0.943, -4.129, 6.807], [2.978, 0.539, -0.468], [-0.465, -0.488, 1.537], [-5.793, 2.894, -1.031], [-1.177, -0.449, 3.518], [-2.125, -0.946, 0.329], [-2.801, 3.986, -1.918]], "mulliken_charge": [0.348, 0.083, 0.464, -0.127, 0.480, 0.204, 0.143, -0.512, 0.876, 0.282, -0.374, 0.432, -0.121, 0.374, 0.244, -0.182, 0.136, 0.384, -0.055, 0.256, 0.525, -0.872, -0.935, 0.399, -0.939, 0.551, -0.276, 0.134, 0.295, 0.522, 0.294, -0.343, 0.266, 0.175, 0.047, 0.392, 0.362, 0.378, 0.648, -0.133, -0.027, -1.427, 0.518, -0.184, 0.716, 0.346, 0.265, -1.670, 0.542, -0.533, -0.132, -0.241, 0.209, 0.015, -0.155, -0.293, 0.274, -0.151, 0.114, -0.759, -0.158, -0.172, 0.807, 0.355, -0.938, 0.085, -1.271, 0.519, -0.148, -1.350, -0.686, -0.147, -0.067, 0.129, -0.091, 0.448, -0.350, -0.713, -0.229, 0.400, -0.144, 0.362, 0.364, -0.380, -0.160, -0.457, 0.150, 0.164, 0.336, -1.033, -1.008, 0.415, -0.555, -0.764, -0.133, 0.399, 0.282, -0.026, 2.116, 0.276, 0.682, 0.911, 0.525], "multiplicity": 1, "homo_energy_ev": -11.9, "lumo_energy_ev": -2.5331, "total_energy_ha": -7874.64258, "charge": 1}